No. 1
Formula: C36H64AlF13KLiN3O10S2
Source: OMol25
Level of theory: the ωB97M-V functional and the def2-TZVPD basis

As for the total charge: +3. The largest force on an atom comes out at 8.0 eV/A. The LUMO energy comes out at -11.6393 eV. As for the orbital gap: 0.733 eV.

CARTESIAN COORDINATES (ANGSTROEM)
C 0.8791 -0.9075 5.2900
C -0.6527 -1.1384 4.6595
C -0.5207 -1.1952 2.9907
C -0.8717 0.3205 2.5011
C -1.3402 -2.4158 2.2994
C -2.0295 -2.1618 0.8539
C -3.6375 -2.6292 0.8749
C -4.5418 -1.2251 0.8356
N -5.9974 -1.4929 0.5272
C -6.2997 -1.1175 -0.9301
C -6.6606 0.4715 -1.1421
C -6.9453 -0.7302 1.4248
C -8.5036 -1.3147 1.5949
O -6.6885 0.4077 2.0770
C -1.3777 -3.0641 -0.3962
C -1.9246 -2.5896 -1.8749
C -2.1280 -3.9344 -2.8420
C -0.7076 -4.3350 -3.6217
O -0.9653 -4.4597 -5.0930
N 0.1402 -3.1399 -0.2832
C 0.8523 -1.8169 -0.3403
C 2.4871 -1.8698 -0.2445
C 2.9757 -0.2802 -0.0601
C 2.9088 0.5925 -1.4404
C 1.8744 1.9051 -1.3579
F 1.4291 2.0970 -2.7897
F 0.7119 1.4950 -0.5393
C 2.7554 3.1467 -0.7683
F 3.6933 2.7741 0.3419
F 3.6553 3.6240 -1.8843
S 1.7998 4.6361 -0.1810
F 1.1284 3.8418 1.1799
F 3.1973 5.1011 0.7398
F 2.4830 5.5642 -1.4951
F 0.4477 4.3464 -1.1861
F 1.0272 6.0795 0.3488
C 0.4396 -4.0245 0.8956
C -0.5110 -3.8518 2.2092
C -1.6082 -5.1101 2.3380
C 0.4933 -4.0940 3.5266
H 1.7172 -1.4265 4.6518
H 1.1712 0.2364 5.3508
H 0.9415 -1.3047 6.4129
H -1.0041 -2.1788 5.1107
H -1.3040 -0.2390 5.0326
H 0.6353 -1.3751 2.7568
H -2.0016 0.5315 2.8237
H -0.2373 1.1600 3.0370
H -0.7865 0.5168 1.3491
H -2.2360 -2.6543 3.0566
H -2.0420 -1.0697 0.4460
H -3.9209 -3.2536 1.8222
H -3.9053 -3.3237 -0.0570
H -4.1407 -0.5251 -0.0433
H -4.3363 -0.6973 1.8601
H -5.3804 -1.3448 -1.6537
H -7.2161 -1.7661 -1.2681
H -7.8092 0.6283 -0.9397
H -6.4396 0.8776 -2.2329
H -5.9645 1.1128 -0.4250
H -8.4721 -2.4061 2.0234
H -9.0725 -0.6495 2.4032
H -9.0988 -1.2129 0.5821
H -1.7555 -4.1912 -0.2806
H -2.9967 -2.0773 -1.8258
H -1.2092 -1.8831 -2.4671
H -2.4272 -4.8932 -2.2350
H -2.9553 -3.7596 -3.6551
H -0.3768 -5.4305 -3.2835
H 0.1656 -3.5803 -3.3998
H -0.1095 -4.7236 -5.5687
H 0.4521 -3.6809 -1.1466
H 0.6213 -1.3614 -1.4209
H 0.4854 -1.0032 0.4157
H 2.9207 -2.4259 0.6879
H 3.0057 -2.3198 -1.2142
H 2.3995 0.1692 0.8532
H 4.1176 -0.3465 0.2756
H 2.6338 -0.0477 -2.4068
H 3.9746 1.0537 -1.6196
H 1.5604 -4.0186 1.2609
H 0.2582 -5.1422 0.5116
H -1.2061 -5.9201 3.1139
H -1.7847 -5.6651 1.3236
H -2.6513 -4.7682 2.7404
H -0.0892 -4.1140 4.5439
H 1.3590 -3.2950 3.4881
H 0.9924 -5.1593 3.3286
F -3.2988 -2.5056 4.0513
C 6.4235 6.8238 1.1520
F 6.3495 8.1910 1.2378
F 5.3703 6.3471 1.8907
F 6.1319 6.5166 -0.1529
S 8.0731 6.1463 1.7105
O 8.2167 6.5664 3.1113
O 9.0704 6.7564 0.8204
O 7.9740 4.6889 1.5528
Li -3.5988 -1.9449 5.8968
N 10.4318 3.9918 2.8445
C 10.6998 2.7853 2.2520
C 11.5438 2.0817 3.0819
C 11.7888 2.8900 4.2177
C 11.0874 4.0624 4.0461
H 9.8418 4.7163 2.4563
H 10.2694 2.5321 1.2924
H 11.9394 1.0926 2.8905
H 12.4094 2.6430 5.0693
H 11.0001 4.9391 4.6740
C -0.0064 3.7649 -5.1084
C -0.4525 4.7943 -6.1143
C -1.6559 4.1244 -6.7408
O -2.2406 3.2904 -5.7310
C -1.3249 3.1965 -4.6311
H 0.5989 4.1767 -4.2969
H 0.5774 2.9841 -5.6103
H -0.7621 5.7095 -5.5959
H 0.3170 5.0584 -6.8442
H -1.3622 3.4809 -7.5769
H -2.3976 4.8444 -7.0985
H -1.7348 3.7864 -3.8040
H -1.2411 2.1549 -4.3089
C -3.7341 -7.1351 -4.7880
O -3.3249 -6.3590 -3.8913
O -3.5315 -6.6139 -5.9899
O -4.2737 -8.2624 -4.7259
H -3.1300 -5.8115 -5.5989
O -6.9479 3.4389 -0.4054
H -6.3377 4.1275 -0.7095
H -6.5109 3.0673 0.3756
K -0.8988 2.5888 2.6071
Al -9.2988 1.7164 -0.6652



No. 2
Formula: C36H64GaN8O11
Source: OMol25
Level of theory: the ωB97M-V functional and the def2-TZVPD basis

As for the total charge: -1. The largest force on an atom comes out at 4.7 eV/A. The LUMO energy comes out at 1.9236 eV. As for the orbital gap: 6.834 eV.

CARTESIAN COORDINATES (ANGSTROEM)
O 3.2490 -1.7521 -1.9259
C 3.5315 -1.9385 -3.1394
O 4.5175 -2.9711 -3.3987
C 2.8589 -1.1353 -4.3633
C 3.6970 0.2182 -4.7433
Ga 3.3683 1.6494 -3.2978
O 2.1936 3.0546 -3.8160
C 1.0093 2.4998 -4.3202
O 1.0144 2.0899 -5.5267
C -0.3269 2.2905 -3.4938
C -1.6181 1.8626 -4.2769
C -2.9857 1.5816 -3.6016
C -3.1084 1.7246 -2.0593
C -1.8371 2.1972 -1.2647
C -0.4690 2.4752 -1.9625
C 5.1952 2.2641 -2.5758
C 5.7619 3.7115 -2.7188
C 7.1593 3.9904 -2.0548
C 7.8314 2.8059 -1.3204
N 7.3492 1.4675 -1.1896
C 6.0772 1.2448 -1.8027
H 4.0853 -3.8386 -3.2310
H 1.7788 -0.8519 -4.1372
H 2.9303 -1.8350 -5.2824
H 3.4048 0.6375 -5.7661
H 4.8037 -0.0964 -4.7006
H 2.6354 0.8870 -2.0658
H -1.5491 1.7502 -5.4168
H -3.8571 1.2471 -4.2499
H -4.0934 1.4909 -1.5348
H -1.9569 2.3067 -0.1290
H 0.4658 2.7962 -1.3787
H 5.1662 4.5207 -3.2744
H 7.6437 5.0261 -2.0736
H 8.8389 3.0375 -0.8068
H 5.6454 0.1782 -1.7097
C -5.5635 -1.4021 0.4021
C -4.3340 -1.6790 -0.4212
O -4.1612 -1.1787 -1.5261
N -3.3932 -2.5151 0.0975
C -3.4049 -3.1986 1.3715
H -6.2191 -0.7208 -0.1405
H -6.1063 -2.3331 0.5856
H -5.2847 -0.9332 1.3487
H -2.5989 -2.6510 -0.5129
H -2.5255 -2.8799 1.9350
H -3.3435 -4.2741 1.1845
H -4.3013 -2.9830 1.9491
C -3.7226 2.5081 2.1970
C -5.1420 2.0805 1.9415
O -5.5234 0.9344 2.1420
N -6.0124 3.0157 1.4722
C -5.7541 4.4073 1.1748
H -3.1477 1.6583 2.5671
H -3.2655 2.8583 1.2698
H -3.6993 3.2975 2.9518
H -6.9458 2.6572 1.3243
H -6.4159 5.0195 1.7922
H -5.9837 4.5816 0.1211
H -4.7203 4.6854 1.3692
C -0.1755 -3.4723 -4.4743
C 0.8814 -4.5347 -4.6119
O 2.0592 -4.3181 -4.3595
N 0.4904 -5.7703 -5.0329
C -0.8415 -6.2165 -5.3767
H 0.2836 -2.5451 -4.1316
H -0.6490 -3.2875 -5.4412
H -0.9231 -3.7805 -3.7398
H 1.2523 -6.4310 -5.1017
H -1.1039 -7.0517 -4.7232
H -0.8317 -6.5620 -6.4131
H -1.5819 -5.4268 -5.2671
C -6.9216 4.2720 -5.2333
C -6.1141 4.5107 -3.9852
O -6.1769 3.7662 -3.0172
N -5.2939 5.5969 -3.9574
C -5.0836 6.5849 -4.9923
H -7.5254 3.3729 -5.1087
H -7.5907 5.1165 -5.4138
H -6.2565 4.1270 -6.0876
H -4.7837 5.6925 -3.0897
H -4.0248 6.5821 -5.2601
H -5.3489 7.5656 -4.5906
H -5.6805 6.3857 -5.8800
C 0.2727 -0.5656 4.9264
C -0.5609 -1.6124 4.2382
O -1.6606 -1.3593 3.7604
N -0.0541 -2.8742 4.1563
C 1.2139 -3.3614 4.6547
H -0.2572 0.3869 4.9154
H 0.4494 -0.8512 5.9657
H 1.2226 -0.4394 4.4023
H -0.6668 -3.5234 3.6822
H 1.7850 -3.7579 3.8124
H 1.0171 -4.1677 5.3655
H 1.7916 -2.5808 5.1457
C 0.8262 0.4130 9.6668
C 2.0546 0.1445 8.8381
O 2.2165 0.6429 7.7344
N 3.0031 -0.6848 9.3571
C 2.9943 -1.3648 10.6334
H 0.1636 1.0883 9.1254
H 0.2906 -0.5202 9.8560
H 1.1070 0.8858 10.6107
H 3.7977 -0.8181 8.7458
H 3.8710 -1.0435 11.2004
H 3.0601 -2.4398 10.4508
H 2.0953 -1.1513 11.2081
C 5.8387 -3.5453 3.1957
C 4.9368 -2.3461 3.0653
O 4.4489 -1.7884 4.0435
N 4.6713 -1.8882 1.8145
C 5.1493 -2.4098 0.5503
H 5.9596 -3.7959 4.2500
H 5.3970 -4.4034 2.6839
H 6.8225 -3.3211 2.7777
H 4.0605 -1.0823 1.8023
H 5.7001 -1.6180 0.0388
H 4.2843 -2.6906 -0.0518
H 5.7971 -3.2752 0.6792



No. 3
Formula: C36H64N2O16P2
Source: OMol25
Level of theory: the ωB97M-V functional and the def2-TZVPD basis

The largest force on an atom comes out at 9.1 eV/A. The LUMO energy comes out at -1.2484 eV. As for the SMILES: C#C[C@@]1(NCCCC)OC(=O)[C@](CCC(=O)Nc2ccccc2)(COCOCCO)[C@H]1COO.CCOP(=O)(OCC)OCC.CCOP(=O)(OCC)OCC. As for the orbital gap: 7.614 eV.

CARTESIAN COORDINATES (ANGSTROEM)
C -4.5893 -0.8897 -0.8100
C -3.7101 -0.5737 -0.0155
C -3.0656 -0.0334 1.3234
N -3.5618 -0.5797 2.5931
C -5.0033 -0.9422 2.5585
C -5.9605 0.3490 2.3825
C -7.3417 0.0083 1.6445
C -7.4655 0.9770 0.3775
O -1.7237 -0.6489 1.2271
C -0.8741 0.2316 0.4926
O -0.1716 0.0058 -0.4540
C -1.0841 1.5881 1.3293
C -0.3621 2.8986 0.8079
C -0.8800 4.2465 1.4581
C -0.0905 4.7194 2.7283
O 1.1007 4.5685 2.9351
N -0.9102 5.3790 3.7696
C -1.4840 4.4067 4.6878
C -0.5904 3.8343 5.7458
C -1.0911 2.8163 6.6954
C -2.5028 2.2847 6.6728
C -3.4051 2.8999 5.6292
C -2.9003 3.9376 4.6602
C -0.2898 1.2345 2.6723
O -1.1202 0.7544 3.7508
C -0.6708 -0.5296 4.2245
O 0.6404 -0.4907 4.7954
C 0.6065 -0.3188 6.2294
C 0.7524 -1.6965 7.0194
O -0.3463 -2.5677 6.6754
C -2.6818 1.5332 1.3467
C -3.4977 2.5140 0.4208
O -4.2778 3.4674 1.2268
O -4.2431 4.6434 0.5022
H -5.1608 -1.2524 -1.7017
H -3.4997 0.1586 3.3137
H -5.2624 -1.7747 1.8482
H -5.2501 -1.3347 3.6009
H -6.2469 0.6784 3.4378
H -5.4182 1.2310 1.9313
H -7.4157 -1.0874 1.3925
H -8.1875 0.2973 2.3482
H -7.8669 0.3744 -0.4890
H -6.4850 1.4601 0.0795
H -8.1862 1.8338 0.5685
H -0.3975 2.9088 -0.3302
H 0.7395 2.8084 1.0871
H -1.9753 4.2650 1.7185
H -0.7318 5.0598 0.6718
H -0.3612 6.0993 4.2472
H 0.4722 4.1862 5.7999
H -0.4128 2.3620 7.4703
H -2.8684 1.4986 7.3895
H -4.4588 2.5044 5.6113
H -3.6233 4.3308 3.8953
H 0.4201 0.3787 2.4068
H 0.3625 2.0611 3.0714
H -1.4689 -0.8748 4.9605
H -0.6486 -1.3120 3.4075
H -0.3916 0.1147 6.5237
H 1.4643 0.3743 6.4975
H 1.7662 -2.1615 6.8542
H 0.5960 -1.4321 8.1144
H -0.2392 -2.8897 5.7569
H -2.8955 1.9674 2.3838
H -4.2358 2.0144 -0.2710
H -2.8344 3.1653 -0.2351
H -5.1351 4.8217 0.1365
C 2.5878 -2.3747 -1.1883
C 2.5794 -1.1052 -0.3578
O 3.9018 -0.6963 -0.0209
P 4.8359 -0.0033 -1.1867
O 4.2085 1.3784 -1.1690
O 6.1352 0.3807 -0.2274
C 6.6415 1.7139 -0.2070
C 6.0807 2.4889 0.9707
O 5.5683 -1.5169 -1.4192
C 6.5185 -1.6276 -2.4913
C 7.8685 -1.0260 -2.1407
H 3.0283 -2.1923 -2.1730
H 1.5704 -2.7486 -1.3333
H 3.1859 -3.1508 -0.7062
H 2.0610 -0.3002 -0.8823
H 2.0500 -1.2869 0.5788
H 6.4402 2.2199 -1.1537
H 7.7297 1.6485 -0.1113
H 4.9952 2.4002 1.0432
H 6.3394 3.5477 0.8915
H 6.4884 2.1036 1.9082
H 6.1098 -1.1701 -3.3967
H 6.6447 -2.6946 -2.6864
H 7.8351 0.0646 -2.2022
H 8.6375 -1.3649 -2.8383
H 8.1680 -1.2893 -1.1249
C 1.5133 -4.2879 -10.1276
C 1.4550 -2.8390 -9.6787
O 0.8444 -2.7138 -8.4006
P 1.7022 -3.1578 -7.0643
O 2.5891 -1.9303 -6.9639
O 0.5988 -2.6737 -5.9245
C 0.9973 -1.8075 -4.8627
C 0.6621 -0.3637 -5.1858
O 0.8797 -4.6413 -7.1006
C 1.2812 -5.6367 -6.1445
C 0.7352 -5.3652 -4.7532
H 2.1927 -4.8655 -9.4948
H 1.8660 -4.3591 -11.1601
H 0.5297 -4.7558 -10.0554
H 2.4557 -2.3954 -9.6609
H 0.8491 -2.2644 -10.3809
H 2.0585 -1.9347 -4.6375
H 0.4479 -2.1127 -3.9672
H 1.0060 -0.0732 -6.1803
H 1.1122 0.3083 -4.4508
H -0.4198 -0.2129 -5.1735
H 2.3720 -5.7151 -6.1280
H 0.8853 -6.5893 -6.5024
H 1.3056 -4.5742 -4.2597
H 0.8103 -6.2562 -4.1262
H -0.3070 -5.0440 -4.7922